Entry 1:
The following is a quantum chemistry calculation of a 5-piece molecular cluster, C4H21N2O4S2 overall in a non-equilibrium geometry, from OMol25.

Last column: natural (NBO) charge in e.
Atoms and positions in Å:
1 N 1.728 0.925 -1.051  -0.757
2 C 2.463 -0.383 -0.877  -0.283
3 C 1.543 -1.564 -0.967  -0.652
4 S 1.451 -2.377 0.601  0.154
5 S 0.639 -1.298 2.163  0.040
6 C -1.152 -1.735 2.395  -0.501
7 C -2.004 -0.963 1.423  -0.271
8 N -1.846 0.467 1.734  -0.872
9 H 2.538 1.847 -0.818  0.492
10 H 0.909 1.178 -0.502  0.436
11 H 1.323 1.237 -2.041  0.481
12 H 2.864 -0.374 0.260  0.268
13 H 3.505 -0.444 -1.409  0.260
14 H 1.617 -2.047 -1.968  0.299
15 H 0.501 -1.217 -0.960  0.253
16 H -1.351 -1.600 3.400  0.240
17 H -1.138 -2.725 2.184  0.232
18 H -2.098 -0.997 0.321  0.223
19 H -3.155 -1.169 1.566  0.227
20 H -0.848 0.824 1.420  0.347
21 H -1.946 0.731 2.706  0.383
22 H -1.549 -1.310 -2.445  0.463
23 H -1.151 -2.592 -2.214  0.467
24 O -0.828 -1.855 -2.664  -0.920
25 H -2.347 1.392 0.227  0.501
26 H -2.568 2.817 -0.227  0.484
27 O -2.285 1.973 -0.541  -0.998
28 H 1.613 0.863 1.661  0.478
29 H 2.553 1.966 2.141  0.495
30 O 2.386 1.387 1.420  -0.980
31 H -0.745 2.453 -1.569  0.507
32 H -0.486 2.077 -3.062  0.488
33 O -0.135 2.514 -2.307  -0.982

As for the charge: +1. Its spin multiplicity is 1. As for the HOMO-LUMO gap: 9.4 eV. The energy relative to the best compared isomer or geometry (same formula, charge and spin) is 376.9 kJ/mol. The value obtained for the LUMO energy is -3.02 eV. The calculation puts the HOMO energy at -12.448 eV.

Entry 2:
The following is a quantum chemistry calculation of the molecule H5NO2Si in a non-equilibrium geometry, from OMol25.

Last column: natural (NBO) charge in e.
Atoms and positions in Å:
1 N 0.889 -1.024 0.205  -1.359
2 Si -0.316 0.089 0.339  1.962
3 O 0.722 1.901 -0.247  -1.082
4 O -1.519 -0.101 -0.772  -1.069
5 H 0.769 -2.093 0.474  0.424
6 H 1.762 -0.675 0.522  0.419
7 H -1.106 0.414 1.516  -0.239
8 H 0.079 2.358 -0.799  0.459
9 H -1.280 -0.869 -1.237  0.484

Its structure (SMILES) is N[SiH](O)O. Its spin multiplicity is 1. As for the HOMO-LUMO gap: 10.3 eV. The energy relative to the best compared isomer or geometry (same formula, charge and spin) is 205.4 kJ/mol. The value obtained for the LUMO energy is 0.43 eV. The calculation puts the HOMO energy at -9.912 eV.

Entry 3:
The following is a quantum chemistry calculation of the molecule C3H6N2O, from OMol25.

Last column: natural (NBO) charge in e.
Atoms and positions in Å:
1 C -2.206 -0.159 -0.813  -0.430
2 N -0.953 -0.635 -0.285  -0.450
3 C 0.052 0.127 -0.245  0.266
4 N 1.239 -0.375 0.274  -0.622
5 C 2.431 0.279 0.433  0.536
6 O 3.416 -0.235 0.912  -0.571
7 H -2.970 -0.246 -0.032  0.206
8 H -2.189 0.880 -1.179  0.169
9 H -2.513 -0.817 -1.633  0.206
10 H 0.091 1.173 -0.586  0.155
11 H 1.190 -1.338 0.582  0.421
12 H 2.404 1.326 0.079  0.111

Its structure (SMILES) is C/N=C/NC=O. Its spin multiplicity is 1. As for the HOMO-LUMO gap: 10.7 eV. The energy relative to the best compared isomer or geometry (same formula, charge and spin) is 89.7 kJ/mol. The value obtained for the LUMO energy is 0.97 eV. The calculation puts the HOMO energy at -9.685 eV.

Entry 4:
The following is a quantum chemistry calculation of C3HCl2NS as an isolated structure in a non-equilibrium geometry, from OMol25.

Last column: natural (NBO) charge in e.
Atoms and positions in Å:
1 C 0.130 1.086 -0.930  0.187
2 C -0.514 -0.331 1.394  -0.346
3 C 0.340 -0.296 -1.296  -0.356
4 N -0.012 2.241 -0.743  -0.327
5 S 0.735 -1.149 1.846  0.313
6 Cl -1.868 0.521 1.756  0.199
7 Cl 1.739 -1.125 -0.677  0.092
8 H -0.550 -0.947 -1.350  0.239

Its spin multiplicity is 1. As for the HOMO-LUMO gap (spin up / spin down): 6.4 / 8.0 eV. The energy relative to the best compared isomer or geometry (same formula, charge and spin) is 321.6 kJ/mol. The value obtained for the LUMO energy (spin up / spin down) is -1.50 / -0.95 eV. The calculation puts the HOMO energy (spin up / spin down) at -7.918 / -8.923 eV.

Entry 5:
The following is a quantum chemistry calculation of the molecule C6H9N in a non-equilibrium geometry, from OMol25.

Last column: natural (NBO) charge in e.
Atoms and positions in Å:
1 C -0.950 -0.827 -0.042  -0.322
2 C -1.525 0.287 0.329  0.150
3 C 0.384 -0.597 -0.195  0.386
4 C -1.482 -2.171 -0.192  -0.611
5 C -1.060 1.630 0.407  -0.713
6 C 2.528 0.665 -0.135  -0.406
7 N 1.164 0.352 -0.034  -0.443
8 H -1.732 -2.506 -1.163  0.220
9 H -2.604 -2.283 0.168  0.217
10 H -0.904 -2.921 0.284  0.214
11 H -1.407 2.274 -0.257  0.237
12 H 0.074 1.585 0.184  0.215
13 H -1.181 2.095 1.321  0.236
14 H 2.673 1.705 -0.226  0.206
15 H 2.848 0.315 -1.078  0.203
16 H 3.172 0.397 0.629  0.209

Its spin multiplicity is 1. As for the HOMO-LUMO gap (spin up / spin down): 7.9 / 7.9 eV. The energy relative to the best compared isomer or geometry (same formula, charge and spin) is 563.2 kJ/mol. The value obtained for the LUMO energy (spin up / spin down) is 0.40 / 0.40 eV. The calculation puts the HOMO energy (spin up / spin down) at -7.480 / -7.487 eV.

Entry 6:
The following is a quantum chemistry calculation of the molecule C3H2N2O3 in a non-equilibrium geometry, from OMol25.

Last column: natural (NBO) charge in e.
Atoms and positions in Å:
1 O -1.773 0.204 2.077  -0.492
2 C -0.602 -0.192 1.774  0.527
3 N -0.053 -0.308 0.377  -0.267
4 O -1.113 -0.360 -0.722  -0.164
5 N -0.556 0.278 -1.818  0.007
6 C 0.714 0.566 -1.716  -0.099
7 C 1.150 0.022 -0.382  0.600
8 O 2.261 -0.127 0.143  -0.535
9 H 0.323 -0.752 2.441  0.191
10 H 1.375 0.854 -2.400  0.232

Its structure (SMILES) is O=Cn1oncc1=O. Its spin multiplicity is 1. As for the HOMO-LUMO gap: 9.7 eV. The energy relative to the best compared isomer or geometry (same formula, charge and spin) is 599.2 kJ/mol. The value obtained for the LUMO energy is -0.94 eV. The calculation puts the HOMO energy at -10.611 eV.

Entry 7:
The following is a quantum chemistry calculation of C29H51B2BrFN7O3P as an isolated structure in a non-equilibrium geometry, from OMol25.

Last column: Löwdin charge in e.
Atoms and positions in Å:
1 C 3.111 -1.681 1.162  0.183
2 C 1.964 -1.321 1.128  -0.053
3 C 0.618 -0.609 0.974  -0.247
4 F 0.147 -0.938 2.261  0.024
5 C 0.532 1.005 0.893  -0.139
6 C 2.066 1.306 0.856  -0.194
7 N 2.439 2.739 0.956  -0.010
8 C 0.052 1.747 2.178  -0.144
9 C -0.754 3.068 2.147  -0.727
10 C -1.087 3.328 3.662  -0.153
11 Br 0.020 4.734 1.513  0.752
12 C -0.374 1.101 -0.424  -0.255
13 C 0.477 1.626 -1.595  -0.084
14 C 0.971 3.066 -1.565  -0.242
15 N 2.150 3.317 -1.951  0.118
16 N -1.567 1.935 -0.380  0.168
17 C -1.970 2.740 -1.184  -0.316
18 O -2.252 3.504 -2.010  0.220
19 N -1.034 -0.280 -0.631  -0.101
20 B -2.250 -0.570 0.333  -0.529
21 O -3.049 -1.668 0.040  0.105
22 C -2.742 0.170 1.631  -0.104
23 C -2.676 -0.628 2.984  -0.064
24 P -1.937 -0.582 -2.188  1.069
25 C -1.094 -0.296 -3.786  -0.254
26 C -3.613 0.161 -2.344  -0.218
27 C 0.027 -1.317 -0.289  -0.180
28 C -0.332 -2.812 -0.036  -0.083
29 C -0.833 -3.327 1.329  -0.215
30 N -0.057 -3.762 2.229  0.138
31 B 1.068 -1.636 -1.542  -0.435
32 O 2.308 -1.047 -1.708  0.130
33 C 0.719 -2.677 -2.728  -0.180
34 C 1.616 -3.949 -2.707  -0.071
35 H 4.142 -1.969 1.215  0.066
36 H 2.485 0.925 1.795  0.127
37 H 2.606 0.933 -0.017  0.119
38 H 3.301 2.914 0.461  0.073
39 H 2.530 3.031 1.918  0.057
40 H 0.892 1.914 2.863  0.104
41 H -0.621 1.136 2.795  0.091
42 H -1.754 2.986 1.716  0.057
43 H -1.633 4.270 3.751  0.068
44 H -0.191 3.266 4.284  0.043
45 H -1.809 2.536 3.925  0.078
46 H -0.020 1.558 -2.577  0.106
47 H 1.413 1.068 -1.754  0.109
48 H 0.345 3.927 -1.307  0.079
49 H 2.301 4.324 -1.911  0.066
50 H -3.304 -2.113 0.858  0.115
51 H -2.359 1.172 1.823  0.053
52 H -3.820 0.347 1.463  0.126
53 H -2.269 0.037 3.757  0.075
54 H -2.035 -1.511 2.978  0.055
55 H -3.682 -0.884 3.339  0.085
56 H -1.521 0.572 -4.314  0.058
57 H -0.011 -0.120 -3.776  0.048
58 H -1.252 -1.161 -4.441  0.041
59 H -3.949 0.868 -1.577  0.052
60 H -3.739 0.662 -3.315  0.059
61 H -4.332 -0.668 -2.344  0.055
62 H 0.581 -3.411 -0.166  0.118
63 H -1.101 -3.113 -0.758  0.122
64 H -1.894 -3.403 1.591  0.104
65 H 0.918 -3.696 1.923  0.051
66 H 2.990 -1.722 -1.804  0.121
67 H -0.353 -2.894 -2.807  0.079
68 H 0.974 -2.143 -3.658  0.094
69 H 2.629 -3.690 -3.039  0.081
70 H 1.593 -4.514 -1.771  0.075
71 H 1.227 -4.630 -3.478  0.073
72 C 0.109 4.666 7.649  -0.104
73 C 0.898 3.681 8.505  -0.258
74 C 2.077 3.051 7.757  -0.177
75 C 1.601 2.301 6.581  -0.211
76 N 1.222 1.714 5.670  0.158
77 H -0.343 4.174 6.786  0.057
78 H -0.699 5.111 8.229  0.076
79 H 0.750 5.473 7.288  0.080
80 H 0.226 2.896 8.858  0.113
81 H 1.278 4.198 9.388  0.111
82 H 2.619 2.366 8.409  0.120
83 H 2.774 3.820 7.422  0.122
84 C -0.206 -2.816 -6.865  -0.118
85 C 0.945 -3.306 -7.736  -0.259
86 C 0.740 -4.744 -8.220  -0.181
87 C 0.647 -5.651 -7.062  -0.235
88 N 0.584 -6.355 -6.157  0.147
89 H -0.302 -3.412 -5.955  0.061
90 H -0.035 -1.781 -6.562  0.062
91 H -1.153 -2.859 -7.406  0.082
92 H 1.877 -3.239 -7.172  0.111
93 H 1.048 -2.649 -8.601  0.111
94 H 1.575 -5.058 -8.847  0.120
95 H -0.174 -4.827 -8.810  0.122

As for the charge: +1. Its spin multiplicity is 1. As for the HOMO-LUMO gap: 8.6 eV. The value obtained for the LUMO energy is -2.49 eV. The calculation puts the HOMO energy at -11.063 eV.